{
  "formula": "C17H25N5O5",
  "method": "wB97M-V/def2-TZVPD",
  "species": ["H", "C", "H", "O", "H", "H", "H", "H", "C", "C", "H", "C", "H", "O", "H", "N", "C", "H", "C", "C", "H", "H", "C", "H", "O", "N", "H", "H", "C", "H", "H", "O", "N", "C", "C", "H", "C", "H", "H", "N", "C", "C", "C", "H", "H", "O", "C", "H", "H", "N", "C", "H"],
  "positions_angstrom": [[-1.125, 2.053, 1.999], [-2.789, 0.360, 2.141], [-1.780, 5.240, -1.279], [5.707, -1.991, -0.855], [-2.849, 0.858, 1.083], [-0.519, 0.104, -3.467], [0.028, 2.163, -1.997], [-0.397, 1.340, -0.576], [2.251, -3.141, -0.968], [4.396, -2.195, -0.587], [-2.537, 0.851, -1.515], [-0.876, 1.961, -1.475], [-2.135, -1.749, 2.901], [-2.740, -1.903, -1.372], [-2.191, -1.305, 0.931], [1.634, -0.619, 1.222], [-1.230, 1.615, 2.863], [-1.366, -3.534, 0.403], [4.507, -0.320, 0.943], [-1.251, 0.093, -2.758], [-0.905, 2.309, 3.815], [-2.137, -0.735, -3.162], [-2.052, -0.973, 1.749], [-2.070, 3.051, -0.247], [1.692, -4.109, -1.699], [-0.645, -0.424, 1.626], [-3.834, -0.030, 2.283], [-2.222, 1.805, -2.751], [-1.299, 3.274, -0.712], [5.575, -0.529, 0.765], [-0.670, 4.521, -2.445], [-2.563, 1.112, 3.114], [0.477, -2.069, 0.088], [1.709, -2.375, -0.133], [-0.744, -2.883, -0.540], [-0.174, -3.607, -0.963], [2.528, -1.224, 0.406], [4.166, -3.525, -1.728], [-0.315, -0.164, 3.977], [3.806, -1.437, 0.261], [-1.584, 4.250, -1.692], [-0.164, 0.345, 2.957], [-1.876, 1.217, -2.103], [-0.446, 3.631, 0.079], [0.765, 0.811, 2.775], [-0.688, -0.941, -2.009], [0.548, -0.855, 1.221], [4.481, -0.270, 1.818], [4.138, 0.810, 0.751], [3.518, -2.913, -1.354], [-1.461, -1.835, -1.367], [-2.291, 3.881, -2.415]],
  "mulliken_charge": [0.284, -0.270, 0.389, -0.747, 0.075, 0.587, 0.735, -0.478, 0.994, 0.418, 0.557, 0.127, 0.176, -0.676, 0.476, -0.169, -0.595, 0.145, -1.409, -0.948, 0.337, 0.420, -0.805, 0.385, -0.814, 0.433, 0.401, 0.689, -0.571, 0.453, 0.228, -0.318, -0.160, 0.275, -1.070, 0.851, -0.191, 0.286, 0.253, -0.007, -1.302, -0.667, -1.256, 0.228, 0.502, -0.222, -0.046, 0.690, 0.281, -0.080, 0.776, 0.353],
  "total_energy_ha": -1312.1407,
  "relative_energy_kj_mol": 1897.1,
  "total_charge": 0,
  "orbital_gap_ev": 7.09
}